No. 1
Here is a molecular structure, C45H54N3P2PdSSb from the OMol25 dataset. Energies are from wB97M-V/def2-TZVPD.

Values from the calculation:
Multiplicity   3
Energy   -3359.91355 Eh
Lowest unoccupied orbital energy (spin up / spin down)   -5.37 / -8.45 eV
HOMO-LUMO gap (spin up / spin down)   6.20 / 3.42 eV
Charge   +2
Expectation value of S²   2.01

Last column: natural (NBO) charge in e.
Atoms and positions in Å:
Pd -0.1906 0.5620 0.5885  0.11
C 1.7138 0.0039 3.8005  -0.46
N 2.8207 -0.3300 2.9586  -0.41
C 3.0964 0.6315 1.9492  -0.48
P 2.1424 0.3502 0.3355  1.03
C 3.1544 1.1908 -0.8976  -0.43
C 3.7315 2.4324 -0.6298  -0.21
C 4.3733 3.1238 -1.6398  -0.20
C 4.4277 2.5956 -2.9209  -0.16
C 3.8428 1.3675 -3.1915  -0.21
C 3.1972 0.6709 -2.1899  -0.12
C 2.3282 -1.4132 -0.0080  -0.44
C 3.5807 -1.9872 -0.2123  -0.17
C 3.6811 -3.3467 -0.4377  -0.19
C 2.5395 -4.1336 -0.4743  -0.17
C 1.2876 -3.5574 -0.3223  -0.22
C 1.1783 -2.1985 -0.0868  -0.13
C 3.5818 -1.4793 3.1222  0.23
C 3.1311 -2.5564 3.9019  -0.29
C 3.8795 -3.7083 4.0276  -0.16
C 5.1034 -3.8333 3.3888  -0.21
C 5.5900 -2.7601 2.6580  -0.17
C 4.8528 -1.6007 2.5347  -0.27
P -0.0193 0.0337 2.9841  0.85
C -0.8220 -1.2582 3.9805  -0.39
C -0.3794 -2.5654 3.7746  -0.22
C -0.9142 -3.5985 4.5199  -0.19
C -1.9191 -3.3360 5.4396  -0.18
C -2.3945 -2.0462 5.6051  -0.21
C -1.8585 -1.0027 4.8713  -0.16
C -0.5454 1.6268 3.6918  -0.40
C -0.4491 1.8996 5.0561  -0.20
C -0.7775 3.1578 5.5260  -0.19
C -1.1996 4.1456 4.6480  -0.16
C -1.2885 3.8876 3.2902  -0.25
C -0.9579 2.6304 2.8186  -0.14
H 1.8794 1.0176 4.1926  0.23
H 1.6528 -0.6755 4.6487  0.25
H 4.1454 0.6558 1.6565  0.26
H 2.8155 1.6242 2.3198  0.22
H 3.6928 2.8484 0.3687  0.20
H 4.8230 4.0824 -1.4304  0.23
H 4.9314 3.1381 -3.7054  0.24
H 3.8767 0.9598 -4.1879  0.24
H 2.7223 -0.2771 -2.3946  0.22
H 4.4655 -1.3689 -0.2148  0.22
H 4.6499 -3.7950 -0.5918  0.23
H 2.6244 -5.1965 -0.6389  0.23
H 0.3994 -4.1680 -0.3920  0.23
H 0.1840 -1.7306 0.0037  0.20
H 2.1871 -2.5235 4.4174  0.22
H 3.4952 -4.5149 4.6320  0.23
H 5.6748 -4.7428 3.4732  0.23
H 6.5607 -2.8196 2.1886  0.23
H 5.3074 -0.7798 2.0032  0.21
H 0.3782 -2.7629 3.0241  0.23
H -0.5637 -4.6080 4.3752  0.23
H -2.3407 -4.1392 6.0209  0.24
H -3.1865 -1.8431 6.3086  0.23
H -2.2394 0.0000 5.0071  0.22
H -0.1152 1.1319 5.7409  0.23
H -0.6955 3.3730 6.5793  0.24
H -1.4438 5.1253 5.0222  0.23
H -1.6135 4.6602 2.6051  0.22
H -1.0220 2.4222 1.7426  0.18
C -2.7290 -1.5105 -2.6141  -0.64
C -3.4729 -0.2650 -2.1671  -0.46
C -4.9664 -0.4763 -2.0674  -0.64
Sb -2.6418 0.4898 -0.2420  1.28
C -3.4385 -0.6676 1.5303  -0.45
C -2.8421 -2.0627 1.4435  -0.63
C -4.9385 -0.7024 1.7028  -0.64
C -3.3369 2.6252 -0.1350  -0.47
C -3.7780 3.1224 -1.4981  -0.65
C -4.4215 2.7589 0.9164  -0.64
H -3.0568 -1.7651 -3.6221  0.24
H -2.9418 -2.3662 -1.9718  0.21
H -1.6486 -1.3394 -2.6492  0.22
H -3.2517 0.5603 -2.8475  0.23
H -5.2144 -1.2896 -1.3906  0.21
H -5.3496 -0.7350 -3.0539  0.24
H -5.4873 0.4173 -1.7327  0.21
H -2.9781 -0.1224 2.3669  0.22
H -3.3307 -2.6447 0.6617  0.22
H -2.9905 -2.5867 2.3883  0.24
H -1.7625 -2.0279 1.2424  0.20
H -5.4200 -1.3437 0.9693  0.22
H -5.3872 0.2839 1.6423  0.22
H -5.1546 -1.1119 2.6903  0.24
H -2.4535 3.1944 0.1826  0.20
H -4.6716 2.6008 -1.8342  0.21
H -2.9963 3.0012 -2.2494  0.23
H -4.0184 4.1837 -1.4331  0.23
H -5.3078 2.1988 0.6256  0.21
H -4.7150 3.8020 1.0260  0.23
H -4.0741 2.4026 1.8878  0.21
S -0.1492 1.7189 -1.8755  -0.08
C -0.0386 3.3013 -1.3319  0.25
N 0.5864 3.5499 -0.1217  -0.54
C 0.7791 4.8146 0.3149  0.11
C 0.3297 5.8605 -0.4379  -0.32
C -0.3544 5.5377 -1.6360  0.17
N -0.5297 4.3103 -2.0429  -0.45
H 0.8806 2.7230 0.4253  0.45
H 1.2766 4.9397 1.2673  0.24
H 0.4758 6.8812 -0.1298  0.26
H -0.7693 6.3092 -2.2664  0.23


No. 2
Here is a molecular structure, C45H55BiCl3F5NO4P2Si from the OMol25 dataset. Energies are from wB97M-V/def2-TZVPD.

Values from the calculation:
Energy   -5169.84287 Eh
Lowest unoccupied orbital energy   -3.71 eV
HOMO-LUMO gap   7.09 eV
Charge   +1

Last column: Löwdin charge in e.
Atoms and positions in Å:
Bi 1.2876 -0.1140 0.8056  1.36
C 0.9784 2.5008 3.5122  -0.18
Si 0.0979 2.0433 1.9070  0.52
C -1.6318 1.3412 2.2592  -0.29
C -2.7143 2.2081 2.3458  -0.09
C -3.9674 1.7164 2.6673  -0.06
C -4.1963 0.3762 2.8544  -0.06
C -3.1674 -0.5153 2.6491  -0.11
C -1.8851 -0.0664 2.3616  -0.38
P -0.5839 -1.3043 2.1841  0.93
C -0.2896 -2.1816 3.8995  -0.37
C 0.4333 -1.2574 4.8770  -0.19
C -0.3706 -0.6454 6.0528  -0.19
C -1.3178 -1.6377 6.7319  -0.20
C -2.2544 -2.2529 5.6633  -0.18
C -1.4172 -2.9818 4.5882  -0.18
C -1.2378 -2.7249 1.1090  -0.44
C -0.3257 -3.9730 1.0406  -0.21
C -0.9341 -5.1645 0.2837  -0.17
C -1.6147 -4.7916 -1.0612  -0.18
C -2.4425 -3.4908 -0.9816  -0.18
C -1.6261 -2.3647 -0.3241  -0.22
C 0.3062 3.5676 0.7718  -0.27
C 0.5287 4.8248 1.3893  -0.09
C 0.7747 5.9300 0.6051  -0.07
C 0.7991 5.8455 -0.7801  -0.04
C 0.4579 4.6421 -1.4286  -0.09
C 0.2502 3.5065 -0.6639  -0.41
P -0.3590 2.0075 -1.4525  1.05
C -2.1503 2.5174 -1.8082  -0.42
C -2.4099 3.2316 -3.1437  -0.20
C -3.8419 3.8354 -3.1443  -0.18
C -4.8971 2.6878 -3.0244  -0.17
C -4.6258 1.8487 -1.7293  -0.19
C -3.1658 1.3307 -1.5616  -0.19
C 0.5422 1.4657 -3.0767  -0.40
C 0.9290 2.6291 -4.0014  -0.22
C 1.6214 2.1792 -5.2707  -0.21
C 0.8582 1.0791 -5.9811  -0.20
C 0.5867 -0.1088 -5.0761  -0.20
C -0.1860 0.2854 -3.8049  -0.20
H 0.7110 3.5414 3.8147  0.04
H 2.0742 2.4475 3.4458  0.04
H 0.7108 1.8538 4.3346  0.01
H -2.6039 3.2662 2.1925  0.11
H -4.7799 2.4368 2.8802  0.13
H -5.1219 -0.0584 3.2369  0.13
H -3.3828 -1.5648 2.7594  0.10
H 0.4363 -2.9532 3.5023  0.11
H 0.8680 -0.4663 4.3001  0.06
H 1.2399 -1.8371 5.3239  0.13
H -0.9665 0.2306 5.6854  0.11
H 0.2807 -0.2216 6.8424  0.12
H -1.8871 -1.1867 7.5551  0.12
H -0.6672 -2.4154 7.1404  0.11
H -2.8104 -1.4322 5.1619  0.10
H -2.8977 -2.9898 6.1225  0.11
H -2.0601 -3.4848 3.8713  0.09
H -0.8371 -3.7606 5.1479  0.14
H -2.1649 -3.0022 1.6861  0.11
H -0.0668 -4.2533 2.0594  0.09
H 0.6215 -3.6557 0.5265  0.11
H -1.6977 -5.5464 1.0121  0.12
H -0.2242 -6.0122 0.1185  0.13
H -2.2266 -5.5828 -1.4938  0.11
H -0.8311 -4.6507 -1.7975  0.10
H -3.3741 -3.6860 -0.4608  0.11
H -2.7139 -3.1756 -1.9848  0.11
H -2.2681 -1.4508 -0.3435  0.11
H -0.7239 -2.2200 -0.9323  0.09
H 0.3913 4.9587 2.4268  0.08
H 0.9274 6.8955 1.0699  0.11
H 1.0565 6.7099 -1.4091  0.12
H 0.4125 4.6590 -2.4953  0.08
H -2.3245 3.2255 -0.9807  0.11
H -2.4256 2.4509 -3.8999  0.10
H -1.6202 4.0074 -3.2936  0.10
H -4.0410 4.4346 -4.0556  0.11
H -3.9264 4.5094 -2.2886  0.11
H -4.7560 2.0413 -3.8858  0.10
H -5.9299 3.0884 -2.9858  0.12
H -5.2891 1.0043 -1.7131  0.10
H -4.9133 2.4574 -0.8819  0.10
H -2.9997 0.5282 -2.3071  0.11
H -3.0362 0.9366 -0.5575  0.07
H 1.4565 1.0115 -2.6265  0.09
H 1.5285 3.3826 -3.4741  0.10
H 0.0121 3.1095 -4.3178  0.09
H 2.6563 1.8399 -5.0872  0.12
H 1.7351 3.0278 -5.9599  0.12
H 1.4182 0.8159 -6.8940  0.12
H -0.1157 1.4952 -6.3184  0.13
H 1.4804 -0.6477 -4.7605  0.11
H -0.0628 -0.8588 -5.5601  0.12
H -0.2595 -0.5173 -3.0988  0.08
H -1.2074 0.6368 -4.0849  0.11
Cl 6.5340 0.4444 0.4470  0.65
C 5.0814 0.9985 1.2028  -1.52
Cl 5.4587 2.0556 2.5350  0.66
Cl 4.1505 1.8475 -0.1191  0.53
C 4.2391 -0.2286 1.8039  -0.80
O 4.6940 -1.3586 1.8639  0.06
O 3.0858 0.1991 2.1724  -0.37
F 8.1344 -4.9191 -1.5247  0.15
C 7.1434 -4.0365 -1.5824  -0.13
C 7.0029 -3.1588 -2.6177  -0.14
F 8.0005 -3.0816 -3.5098  0.13
C 5.8540 -2.3881 -2.7439  -0.08
F 5.8871 -1.4352 -3.7316  0.09
C 4.7867 -2.4090 -1.8270  -0.23
O 3.6401 -1.7584 -2.0251  -0.02
C 5.0190 -3.2572 -0.7532  -0.18
F 4.0619 -3.4190 0.1566  0.10
C 6.1489 -4.0231 -0.5998  -0.09
F 6.2106 -4.8588 0.4754  0.11
O 2.7748 -3.8659 -2.2659  0.08
N 2.4491 -2.7445 -1.8685  0.13


No. 3
Here is a molecular structure, C45H55Cl2IrN3OPS2 from the OMol25 dataset. Energies are from wB97M-V/def2-TZVPD.

Values from the calculation:
Multiplicity   5
Energy   -4149.24653 Eh
Lowest unoccupied orbital energy (spin up / spin down)   -6.12 / -8.16 eV
HOMO-LUMO gap (spin up / spin down)   5.71 / 5.10 eV
Charge   +2
Expectation value of S²   6.06

Last column: Löwdin charge in e.
Atoms and positions in Å:
Ir -0.0492 0.1280 -0.0620  0.82
S 2.2433 0.0893 -0.0275  0.70
C 2.7397 1.7754 -0.0577  -0.60
N 4.0522 2.0545 0.0312  -0.08
C 4.4342 3.4441 0.2298  -0.08
C 3.5629 4.3412 -0.6236  -0.08
N 2.1613 4.0790 -0.3308  -0.09
C 1.2403 5.2012 -0.5015  -0.12
C 1.2390 5.7132 -1.9253  -0.23
C 0.7946 4.8900 -2.9568  -0.04
C 0.7584 5.3612 -4.2589  -0.07
C 1.1678 6.6580 -4.5413  -0.07
C 1.6234 7.4763 -3.5192  -0.06
C 1.6633 7.0032 -2.2149  -0.04
C 1.7848 2.8020 -0.1426  -0.61
S 0.0756 2.4305 -0.0327  0.66
C 5.1326 1.0730 -0.0839  -0.11
C 5.9310 1.3150 -1.3462  -0.23
C 5.3264 1.1154 -2.5846  -0.04
C 6.0364 1.3431 -3.7516  -0.06
C 7.3549 1.7754 -3.6886  -0.06
C 7.9600 1.9792 -2.4576  -0.06
C 7.2479 1.7528 -1.2877  -0.04
H 5.4776 3.5660 -0.0512  0.14
H 4.3199 3.6989 1.2888  0.15
H 3.7686 4.1656 -1.6840  0.15
H 3.7757 5.3859 -0.4027  0.14
H 1.5531 5.9981 0.1766  0.14
H 0.2413 4.8828 -0.2159  0.08
H 0.4690 3.8781 -2.7374  0.10
H 0.4005 4.7201 -5.0540  0.11
H 1.1303 7.0278 -5.5571  0.11
H 1.9411 8.4875 -3.7353  0.11
H 2.0156 7.6505 -1.4195  0.12
H 4.7078 0.0732 -0.0908  0.08
H 5.7774 1.1654 0.7931  0.14
H 4.2985 0.7689 -2.6324  0.11
H 5.5650 1.1776 -4.7113  0.11
H 7.9091 1.9557 -4.5998  0.11
H 8.9890 2.3089 -2.4067  0.11
H 7.7279 1.9008 -0.3264  0.12
Cl -0.4789 -4.6885 -1.6661  0.84
C -1.7157 -3.5801 -1.3097  -0.55
C -3.0392 -3.9583 -1.4981  -0.09
C -4.0684 -3.0450 -1.3902  -0.57
Cl -5.6701 -3.5627 -1.6456  0.84
C -3.7955 -1.6640 -1.1334  -0.14
C -4.7555 -0.6407 -1.1753  0.04
C -4.3489 0.6636 -1.0132  0.02
C -3.0053 0.9386 -0.7735  -0.11
N -2.0913 -0.0165 -0.6506  -0.05
C -2.4674 -1.3024 -0.8610  -0.14
C -1.3949 -2.2591 -0.8805  -0.34
O -0.2201 -1.8692 -0.5725  -0.17
H -3.2565 -4.9818 -1.7718  0.13
H -5.7928 -0.8791 -1.3667  0.11
H -5.0532 1.4801 -1.0798  0.13
H -2.6576 1.9605 -0.6846  0.10
C 1.9688 1.8473 5.8783  -0.19
C 2.8826 0.9980 4.9962  -0.17
C 2.0631 0.0601 4.0773  -0.19
C 0.6549 0.6265 3.8399  -0.41
C 0.7980 2.1413 3.6435  -0.20
C 1.0899 2.7718 5.0164  -0.17
P -0.3252 -0.2402 2.5295  1.06
C -2.1179 0.1336 2.8913  -0.40
C -2.5497 1.4963 2.3248  -0.24
C -3.9900 1.7939 2.7394  -0.17
C -4.0956 1.9848 4.2667  -0.17
C -2.9024 1.3559 4.9931  -0.18
C -2.5569 0.0022 4.3745  -0.18
C -0.1294 -2.0668 2.8244  -0.42
C 1.2760 -2.5878 2.4836  -0.21
C 1.2862 -4.1268 2.4123  -0.17
C 0.1879 -4.7544 3.2777  -0.19
C 0.0333 -3.9357 4.5529  -0.18
C -0.5357 -2.5389 4.2360  -0.19
H 2.5582 2.4389 6.5781  0.12
H 1.3469 1.1840 6.4854  0.12
H 3.5473 0.3986 5.6176  0.12
H 3.5161 1.6597 4.4008  0.11
H 1.9975 -0.9245 4.5390  0.10
H 2.5781 -0.0493 3.1183  0.10
H 0.0496 0.4622 4.7370  0.10
H -0.0792 2.6040 3.1938  0.08
H 1.6379 2.3209 2.9653  0.10
H 0.1526 2.9699 5.5406  0.11
H 1.5831 3.7348 4.8741  0.11
H -2.6372 -0.6378 2.3064  0.11
H -2.4601 1.4892 1.2389  0.03
H -1.9047 2.2974 2.6847  0.09
H -4.6263 0.9646 2.4133  0.11
H -4.3478 2.6870 2.2257  0.11
H -5.0143 1.5187 4.6261  0.12
H -4.1575 3.0446 4.5146  0.11
H -3.1378 1.2199 6.0487  0.12
H -2.0321 2.0165 4.9444  0.10
H -3.4480 -0.6296 4.4170  0.13
H -1.8009 -0.4877 4.9821  0.08
H -0.8324 -2.5017 2.1022  0.10
H 1.9779 -2.2687 3.2507  0.09
H 1.6258 -2.1727 1.5397  0.06
H 2.2596 -4.4833 2.7532  0.12
H 1.1777 -4.4465 1.3826  0.10
H 0.4444 -5.7876 3.5111  0.12
H -0.7667 -4.7789 2.7396  0.11
H 1.0161 -3.8468 5.0226  0.12
H -0.6227 -4.4332 5.2668  0.12
H -0.1824 -1.8422 4.9989  0.10
H -1.6240 -2.5792 4.2916  0.11


No. 4
Here is a molecular structure, C45H55N6Zr from the OMol25 dataset. Energies are from wB97M-V/def2-TZVPD.

Values from the calculation:
Energy   -2122.59910 Eh
Lowest unoccupied orbital energy   -8.72 eV
HOMO-LUMO gap   6.96 eV
Charge   +3

Last column: Löwdin charge in e.
Atoms and positions in Å:
Zr -0.1733 0.4765 -0.5334  1.89
C 3.2031 0.7482 -0.8434  -0.10
N 2.0416 0.6596 -1.7593  -0.19
C 2.2691 -0.4397 -2.7182  -0.11
C 0.9959 -0.9630 -3.2832  -0.29
C 1.0175 -1.6930 -4.4558  0.02
C -0.1494 -2.2735 -4.9131  0.02
C -1.3170 -2.0806 -4.1840  0.01
C -1.2581 -1.3277 -3.0408  -0.13
N -0.1219 -0.7732 -2.5786  -0.04
C 1.9360 1.9148 -2.5526  -0.11
C 1.5127 3.0915 -1.7246  -0.26
C 1.8673 4.3718 -2.1097  0.02
C 1.5379 5.4334 -1.2880  0.00
C 0.9038 5.1680 -0.0802  -0.01
C 0.5722 3.8670 0.2183  -0.10
N 0.8287 2.8347 -0.6026  0.03
C 2.8566 0.9024 0.5995  -0.26
C 3.8860 1.2036 1.4645  0.02
C 3.6107 1.4817 2.7873  0.01
C 2.2896 1.4369 3.2031  -0.02
C 1.3277 1.0678 2.2983  -0.12
N 1.5805 0.7866 0.9998  0.01
H 3.8291 -0.1312 -0.9556  0.13
H 3.8266 1.5941 -1.1269  0.15
H 2.9263 -0.1117 -3.5232  0.15
H 2.7743 -1.2599 -2.2126  0.12
H 1.9510 -1.8111 -4.9979  0.14
H -0.1545 -2.8596 -5.8248  0.14
H -2.2615 -2.5009 -4.5041  0.13
H -2.1524 -1.1324 -2.4772  0.08
H 2.9049 2.1306 -2.9998  0.15
H 1.2471 1.7557 -3.3749  0.11
H 2.4207 4.5277 -3.0311  0.14
H 1.7981 6.4474 -1.5665  0.13
H 0.6748 5.9599 0.6243  0.13
H 0.0912 3.6349 1.1564  0.11
H 4.9021 1.2533 1.0862  0.14
H 4.4057 1.7368 3.4784  0.14
H 2.0090 1.6689 4.2231  0.13
H 0.3121 0.9844 2.6232  0.07
C -0.8818 -1.0593 2.2371  -0.05
C 0.1956 -1.9158 2.3206  -0.08
C 0.4154 -2.3836 0.9665  -0.02
C -0.5855 -1.7766 0.1321  -0.24
C -1.4619 -0.9579 0.9259  -0.36
C -3.0162 -1.1508 0.7958  -0.51
C -3.5594 -0.7534 -0.5900  -0.04
C -3.3074 -2.6520 0.9958  -0.02
C -3.8077 -0.4170 1.8862  -0.03
C 1.4615 -3.3246 0.3637  -0.49
C 1.0364 -3.7605 -1.0449  -0.04
C 1.6787 -4.6241 1.1555  -0.02
C 2.8022 -2.5692 0.2330  -0.01
C 0.7913 -2.2847 3.6927  -0.50
C 0.3668 -1.2497 4.7518  -0.05
C 2.3284 -2.3248 3.7057  -0.03
C 0.1825 -3.6280 4.1750  -0.01
H -1.3046 -0.5596 3.1030  0.11
H -0.9448 -2.2872 -0.7462  0.09
H -3.4993 -1.5903 -1.2886  0.08
H -3.0500 0.1088 -1.0252  0.04
H -4.6155 -0.4843 -0.5313  0.11
H -2.8835 -3.2606 0.1906  0.09
H -4.3897 -2.8298 1.0144  0.11
H -2.8941 -3.0063 1.9474  0.10
H -3.6714 0.6623 1.8758  0.06
H -3.5623 -0.7921 2.8853  0.10
H -4.8756 -0.6037 1.7334  0.10
H 0.0628 -4.2623 -1.0414  0.11
H 1.7681 -4.4765 -1.4250  0.10
H 0.9987 -2.9234 -1.7419  0.05
H 0.7604 -5.2189 1.1918  0.10
H 2.0271 -4.4663 2.1691  0.06
H 2.4376 -5.2169 0.6382  0.10
H 2.6247 -1.5987 -0.2270  0.03
H 3.4893 -3.1393 -0.4008  0.11
H 3.2892 -2.3999 1.1928  0.08
H 0.7218 -0.2408 4.5206  0.06
H 0.8003 -1.5358 5.7117  0.11
H -0.7157 -1.2197 4.8977  0.09
H 2.7542 -1.4348 3.2297  0.07
H 2.7437 -3.2061 3.2195  0.06
H 2.6798 -2.3461 4.7406  0.10
H -0.8317 -3.4633 4.5545  0.09
H 0.7802 -4.0422 4.9950  0.11
H 0.1120 -4.3775 3.3941  0.07
C -2.7176 3.1428 2.1234  -0.01
C -3.4141 4.0008 1.2952  0.02
C -3.2670 3.8651 -0.0764  0.04
C -2.4210 2.9030 -0.5959  -0.21
N -1.7649 2.0531 0.2105  -0.02
C -1.9350 2.1808 1.5362  -0.16
C -2.1855 2.7627 -2.0529  -0.20
C -2.8152 3.5987 -2.9584  0.03
C -2.6031 3.4369 -4.3150  0.01
C -1.7548 2.4269 -4.7290  0.00
C -1.1592 1.6382 -3.7696  -0.12
N -1.3434 1.7855 -2.4479  0.05
H -2.8052 3.1892 3.2017  0.14
H -4.0763 4.7569 1.7036  0.14
H -3.8237 4.5206 -0.7277  0.12
H -1.4430 1.4508 2.1487  0.08
H -3.4811 4.3808 -2.6247  0.12
H -3.1005 4.0827 -5.0312  0.14
H -1.5560 2.2401 -5.7783  0.13
H -0.5059 0.8471 -4.0933  0.09